(1)
C43H52BN8O2P2Sr | ωB97M-V/def2-TZVPD

```
109
Properties=species:S:1:pos:R:3
Sr -0.577 -0.451 -1.284
C -2.642 -4.669 -0.319
C -1.737 -3.665 0.038
N -2.032 -2.524 -0.572
N -3.121 -2.761 -1.333
C -3.504 -4.043 -1.196
B -3.800 -1.738 -2.299
N -4.091 -0.384 -1.615
C -5.318 0.101 -1.357
C -5.186 1.384 -0.868
C -3.802 1.595 -0.858
N -3.149 0.537 -1.311
N -2.978 -1.520 -3.594
C -3.216 -2.116 -4.775
C -2.242 -1.725 -5.668
C -1.426 -0.870 -4.918
N -1.873 -0.741 -3.679
H -2.659 -5.694 0.007
H -0.895 -3.708 0.714
H -4.359 -4.416 -1.734
H -4.852 -2.228 -2.618
H -6.192 -0.499 -1.550
H -5.966 2.060 -0.562
H -3.259 2.458 -0.506
H -4.061 -2.774 -4.892
H -2.133 -2.021 -6.697
H -0.527 -0.357 -5.223
C -1.977 1.189 4.849
C -2.241 1.658 3.422
C -1.214 2.698 2.989
P -2.417 0.296 2.159
C -3.851 -0.646 2.881
C -5.058 0.283 3.025
C -4.217 -1.807 1.956
C -0.989 -0.808 2.518
C -1.081 -1.943 3.328
C -0.015 -2.801 3.521
C 1.196 -2.524 2.890
C 1.315 -1.405 2.092
C 0.239 -0.520 1.885
N 0.374 0.556 0.998
C 1.385 1.427 1.215
C 2.025 1.548 2.485
C 3.023 2.460 2.723
C 3.463 3.328 1.725
C 2.860 3.240 0.485
C 1.846 2.322 0.196
P 1.190 2.112 -1.484
C 2.606 1.584 -2.565
C 3.979 2.237 -2.444
C 2.124 1.589 -4.016
C 0.615 3.788 -2.037
C -0.649 4.105 -1.234
C 1.577 4.972 -1.989
H -1.914 2.042 5.532
H -1.031 0.645 4.904
H -2.764 0.527 5.217
H -3.223 2.142 3.382
H -0.197 2.317 3.083
H -1.292 3.590 3.617
H -1.355 2.991 1.947
H -3.603 -1.039 3.872
H -5.249 0.819 2.092
H -4.929 1.016 3.823
H -5.951 -0.304 3.258
H -4.468 -1.432 0.960
H -3.403 -2.520 1.837
H -5.087 -2.344 2.346
H -2.018 -2.170 3.821
H -0.127 -3.676 4.149
H 2.045 -3.186 3.012
H 2.254 -1.191 1.597
H 1.709 0.894 3.287
H 3.467 2.504 3.713
H 4.252 4.046 1.913
H 3.206 3.892 -0.305
H 2.710 0.537 -2.259
H 3.975 3.279 -2.773
H 4.684 1.697 -3.084
H 4.367 2.195 -1.428
H 2.002 2.609 -4.393
H 1.172 1.066 -4.126
H 2.853 1.083 -4.655
H 0.316 3.620 -3.077
H -0.424 4.143 -0.165
H -1.416 3.346 -1.394
H -1.060 5.075 -1.528
H 1.797 5.246 -0.957
H 1.114 5.841 -2.467
H 2.520 4.775 -2.501
O 1.370 -4.021 -2.728
C 1.605 -2.880 -2.338
O 0.962 -1.820 -2.586
C 2.868 -2.744 -1.456
C 3.664 -3.916 -1.311
C 4.795 -3.869 -0.566
C 5.166 -2.651 0.053
C 6.325 -2.513 0.853
C 6.627 -1.315 1.434
C 5.783 -0.200 1.236
C 4.661 -0.308 0.466
C 4.321 -1.539 -0.147
N 3.177 -1.603 -0.897
H 3.322 -4.813 -1.806
H 5.422 -4.745 -0.435
H 6.965 -3.376 1.000
H 7.513 -1.217 2.049
H 6.016 0.748 1.704
H 3.999 0.534 0.319
```

The total charge is -1. Its frontier orbital gap is 6.7 eV.


(2)
C13H72N2O32P | ωB97M-V/def2-TZVPD

```
120
Properties=species:S:1:pos:R:3
C -2.769 0.225 1.197
C -2.265 -0.391 -0.107
O -2.402 0.597 -1.125
N -1.193 0.791 -1.924
C -0.527 1.961 -1.356
C 0.853 2.273 -1.961
C 2.069 1.954 -1.085
O 3.151 2.322 -1.470
N 2.010 1.269 0.164
C 2.032 -0.169 0.045
C 2.473 -0.846 1.141
C 2.518 -2.211 1.135
C 2.131 -2.930 0.039
C 1.705 -2.258 -1.118
C 1.662 -0.880 -1.072
C -1.699 1.089 -3.262
P -3.181 0.011 -3.461
O -3.607 -0.125 -4.884
C -0.703 0.652 -4.344
O -0.590 1.407 -5.317
O -0.033 -0.395 -4.188
H -2.755 -0.477 2.013
H -3.763 0.591 0.991
H -2.166 1.104 1.403
H -2.929 -1.228 -0.321
H -1.256 -0.764 -0.031
H -0.521 1.865 -0.279
H -1.158 2.826 -1.555
H 0.870 3.345 -2.121
H 1.042 1.820 -2.928
H 1.192 1.560 0.686
H 2.791 -0.308 2.015
H 2.854 -2.710 2.023
H 2.134 -3.997 0.047
H 1.402 -2.747 -2.018
H 1.327 -0.383 -1.966
H -2.024 2.123 -3.373
H -4.255 0.497 -2.695
H -2.750 -1.245 -3.002
O 0.658 -4.974 -1.458
H 0.661 -5.924 -1.311
H -0.110 -4.842 -2.026
O -4.446 1.142 3.389
H -5.170 1.762 3.553
H -4.187 0.840 4.269
O 3.195 -2.786 4.156
H 3.807 -2.195 4.607
H 2.504 -2.944 4.805
O -1.772 -4.135 -2.877
H -1.887 -3.566 -3.647
H -2.459 -4.803 -2.963
O 5.049 -0.248 4.273
H 6.007 -0.164 4.283
H 4.827 -0.280 3.328
O -1.840 5.197 -1.016
H -1.790 6.069 -0.606
H -2.073 5.377 -1.930
O 1.656 5.328 -0.112
H 1.886 4.403 0.013
H 2.375 5.675 -0.646
O 5.219 1.148 1.782
H 5.156 2.051 2.105
H 4.986 1.209 0.847
O -1.221 -2.779 1.488
H -0.915 -3.025 0.609
H -0.837 -3.462 2.047
O 1.021 5.263 -3.744
H 0.639 5.371 -4.622
H 1.954 5.090 -3.912
O 5.570 -3.253 6.015
H 5.803 -2.516 5.440
H 5.666 -4.026 5.451
O -0.987 -1.341 -7.240
H -0.909 -1.174 -6.285
H -0.868 -0.458 -7.607
O 5.437 0.191 7.398
H 6.395 0.286 7.404
H 5.213 0.160 6.460
O 0.349 -5.568 1.901
H 1.060 -5.999 2.387
H 0.364 -5.973 1.026
O -1.176 8.066 -0.388
H -1.017 8.139 0.559
H -1.086 8.963 -0.719
O -6.691 2.582 2.357
H -6.809 3.215 1.633
H -7.418 1.965 2.255
O 4.630 -4.837 0.412
H 5.589 -4.786 0.435
H 4.408 -4.815 -0.525
O -5.298 -0.158 5.794
H -5.360 -0.338 6.740
H -6.110 -0.520 5.427
O -7.662 3.769 -0.070
H -7.352 4.539 -0.556
H -7.569 3.041 -0.694
O -4.729 -2.083 8.098
H -4.433 -2.367 7.226
H -4.385 -2.747 8.702
O 1.148 -3.209 -7.311
H 0.426 -2.559 -7.199
H 1.380 -3.459 -6.411
O -2.129 0.803 -9.937
H -1.895 -0.114 -9.757
H -2.672 1.054 -9.183
O 3.034 -4.636 -5.096
H 3.336 -3.903 -5.645
H 3.099 -5.403 -5.673
O 6.189 -1.344 9.899
H 5.998 -0.790 9.133
H 5.513 -2.025 9.861
O -3.571 4.302 3.773
H -3.593 3.343 3.873
H -4.333 4.490 3.219
O 2.702 7.273 -4.849
H 3.382 7.791 -4.411
H 2.036 7.114 -4.165
O -1.782 -5.908 -0.121
H -1.747 -5.773 0.833
H -1.713 -5.018 -0.485
```

The total charge is -1. Its frontier orbital gap is 7.0 eV.


(3)
C12H22BClN2O7P | ωB97M-V/def2-TZVPD

```
46
Properties=species:S:1:pos:R:3
C -4.894 -1.246 0.218
C -3.587 -1.891 0.604
O -2.526 -0.905 0.633
B -1.458 -1.001 -0.179
O -1.453 -1.531 -1.443
C -0.126 -0.323 0.362
C 1.149 -0.801 0.396
P 1.773 -2.388 -0.189
O 2.463 -2.335 -1.471
O 0.490 -3.329 -0.225
O 2.627 -2.964 1.014
N 1.935 0.176 1.021
C 3.372 0.231 1.353
C 4.261 0.882 0.300
C 5.476 1.482 0.979
Cl 4.805 -0.348 -0.868
C 1.139 1.179 1.347
N -0.094 0.911 0.967
C -1.220 1.813 1.232
C -2.102 2.107 0.033
O -1.327 1.970 -1.151
C -2.087 1.960 -2.303
C -1.609 1.003 -3.336
O -3.049 2.672 -2.406
H -5.047 -0.357 0.823
H -5.709 -1.940 0.404
H -4.897 -0.978 -0.835
H -3.638 -2.292 1.612
H -3.337 -2.714 -0.063
H -1.491 -2.490 -1.477
H 0.524 -3.777 -1.086
H 2.518 -2.520 1.861
H 3.739 -0.751 1.625
H 3.435 0.839 2.254
H 3.708 1.636 -0.253
H 6.196 1.825 0.245
H 5.182 2.342 1.581
H 5.962 0.751 1.621
H 1.438 2.085 1.842
H -1.794 1.418 2.064
H -0.770 2.744 1.567
H -2.498 3.113 0.146
H -2.956 1.434 0.002
H -0.542 1.096 -3.516
H -2.142 1.231 -4.252
H -1.843 -0.019 -3.048
```

The total charge is +1. Its frontier orbital gap is 10.2 eV. As for the SMILES: CCOB(O)c1c(P(=O)(O)O)n(C[C@@H](C)Cl)c[n+]1CCOC(C)=O.


(4)
H4InO2 | ωB97M-V/def2-TZVPD

```
7
Properties=species:S:1:pos:R:3
In 1.392 -1.406 -0.940
O -1.210 -1.423 0.166
H -1.995 -1.569 -0.362
H -1.509 -0.878 0.894
O 1.242 1.400 0.005
H 0.587 1.896 -0.486
H 1.494 1.981 0.723
```

The total charge is +3. Its frontier orbital gap is 4.5 eV.


The evaluated calculated total energy for the records listed, in turn: -81549.8340, -92439.8227, -52600.6301, -9288.5214 eV.
The evaluated largest force on an atom for the records listed, in turn: 0.44, 1.77, 0.96, 2.66 eV Å⁻¹.